{"formula": "C27H24Cl2N5O2PdSi", "method": "ωB97M-V/def2-TZVPD", "elements": ["H", "H", "H", "C", "C", "C", "H", "H", "H", "C", "H", "Cl", "H", "C", "N", "C", "C", "C", "N", "H", "H", "O", "H", "Cl", "C", "C", "C", "C", "C", "C", "N", "C", "C", "Pd", "C", "N", "C", "C", "H", "C", "C", "H", "Si", "C", "H", "H", "H", "C", "H", "H", "N", "O", "H", "H", "C", "C", "H", "H", "C", "C", "H", "H"], "xyz": [[5.3543, -0.5099, 1.1792], [2.0483, -2.6092, -0.5656], [4.1422, -0.7936, 2.4416], [-5.0510, -1.5083, -0.8398], [-2.5269, -1.7806, 0.2969], [-3.6618, -2.1132, 1.0130], [2.8149, -2.2163, -2.7760], [-2.3763, 2.4876, -0.0600], [-3.5629, -2.4920, 2.0224], [0.8880, 2.8066, 0.8591], [-3.7116, 3.2826, 1.8842], [-6.3175, -2.3767, 1.4278], [2.1183, -2.4290, 1.1860], [-4.9276, -1.9707, 0.4565], [-1.2413, -1.9770, 0.8554], [-3.9216, -1.1721, -1.5777], [1.3901, 2.3345, 3.5324], [1.4498, 1.5797, 1.2270], [-1.4464, -1.0422, -1.6635], [0.6908, 2.9730, -0.1939], [0.1363, 4.7092, 1.4826], [-2.2216, 0.0404, -3.5674], [0.5866, 4.2994, 3.8924], [-6.6165, -1.3232, -1.5876], [4.0450, -0.0155, -1.3833], [2.0773, -1.7237, -3.4005], [0.0207, -0.7220, -3.5149], [4.3766, -0.1958, 1.5571], [-3.1131, 2.3852, 1.9643], [-1.3531, -0.4999, -2.8765], [-1.6431, 0.8352, 0.9123], [0.5807, 3.7734, 1.8025], [-2.2853, 0.5103, 3.1928], [0.1876, -0.6687, -0.2742], [-3.0511, 1.6630, 3.1459], [1.7472, 0.6376, 0.2323], [-1.6244, 0.1222, 2.0414], [2.3144, -1.5184, -4.7511], [-4.0283, -0.7821, -2.5776], [-2.3774, 1.9414, 0.8766], [1.6938, 1.3643, 2.5879], [3.5911, -2.8068, 0.2622], [3.1101, -0.4159, 0.1887], [2.6603, -2.2278, 0.2566], [2.0724, 0.4026, 2.9066], [-0.6172, 0.0643, -5.3813], [-2.2047, -0.0905, 4.0886], [1.3553, -0.8394, -5.4864], [3.3737, 0.1635, -2.2227], [3.2328, -1.8708, -5.2012], [0.9681, -1.3215, -2.7914], [0.0551, -1.4381, 2.6775], [-3.6022, 1.9912, 4.0189], [1.5093, -0.6431, -6.5406], [-2.6522, -1.2974, -1.0204], [0.1864, -0.4377, -4.8618], [1.5757, 2.1275, 4.5801], [4.7703, -0.7866, -1.6681], [0.8310, 3.5479, 3.1520], [-0.8707, -1.1879, 1.9091], [4.5980, 0.9121, -1.1974], [4.4534, 0.8489, 1.8713]], "forces_ev_per_a": [[0.0, 0.0, 0.0], [0.0, 0.0, 0.0], [0.0, 0.0, 0.0], [0.0, 0.0, 0.0], [0.3, -0.1, 0.2], [-0.1, 0.0, 0.1], [0.0, 0.0, 0.0], [0.0, 0.0, 0.0], [0.0, 0.0, 0.0], [0.0, 0.2, 0.0], [0.0, 0.0, 0.0], [0.0, 0.0, -0.1], [0.0, -0.1, 0.0], [0.0, 0.0, 0.1], [0.2, 0.5, 0.1], [-0.1, 0.1, 0.0], [0.0, 0.0, -0.1], [0.2, -0.1, -0.4], [0.0, 0.1, 0.2], [0.0, 0.0, 0.0], [0.0, 0.0, 0.0], [-0.1, 0.0, 0.0], [0.0, 0.0, 0.0], [0.1, 0.0, 0.1], [0.2, 0.1, -0.1], [0.0, 0.1, 0.0], [-0.1, -0.1, 0.2], [0.0, 0.2, 0.2], [0.0, 0.0, 0.0], [0.2, -0.1, -0.2], [-0.1, -0.1, 0.2], [0.0, 0.0, 0.0], [0.0, 0.1, 0.0], [-0.3, 0.7, -0.6], [0.0, 0.0, 0.0], [-0.4, -0.8, 0.3], [-0.1, 0.0, -0.1], [0.0, 0.0, 0.0], [0.0, 0.0, 0.0], [0.1, 0.0, 0.0], [-0.1, 0.0, 0.2], [0.0, 0.0, 0.0], [0.2, 0.3, -0.1], [-0.1, -0.3, 0.0], [0.0, 0.0, 0.0], [0.0, 0.0, 0.0], [0.0, 0.0, 0.0], [0.0, 0.0, 0.0], [0.0, 0.0, 0.0], [0.0, 0.0, 0.0], [0.1, -0.1, 0.1], [0.0, 0.0, 0.1], [0.0, 0.0, 0.0], [0.0, 0.0, 0.0], [0.1, 0.0, -0.2], [0.1, 0.0, -0.1], [0.0, 0.0, 0.0], [0.0, 0.0, 0.0], [0.0, 0.0, -0.1], [-0.4, -0.4, 0.1], [0.0, 0.0, -0.1], [0.0, 0.0, 0.0]], "gap_ev": [7.42, 6.36], "charge": -1, "multiplicity": 3, "s2": 2.0077}


{"formula": "C27H24F2N2NaO2P", "method": "ωB97M-V/def2-TZVPD", "elements": ["P", "C", "C", "C", "Na", "C", "O", "H", "C", "C", "C", "H", "C", "C", "H", "C", "H", "F", "C", "O", "H", "C", "C", "H", "H", "H", "H", "C", "F", "H", "H", "C", "C", "C", "H", "H", "C", "C", "H", "H", "C", "H", "C", "N", "C", "H", "N", "C", "C", "C", "H", "H", "C", "H", "H", "C", "H", "H", "H"], "xyz": [[-2.0524, 0.5998, -0.5811], [-2.9061, 0.4881, 1.0288], [-1.7377, -3.0809, -2.4173], [2.6936, -0.2850, 3.3753], [0.1717, 2.0255, 0.5349], [3.7258, -0.1040, -3.8529], [3.6630, -0.4819, -6.2486], [-4.5272, -1.5876, 3.1613], [-2.1505, -1.7847, -2.1295], [-0.4634, -3.1268, -0.3844], [3.8524, 0.6860, -1.5797], [-0.9832, 0.6451, 3.5864], [-3.5819, 1.6602, 3.0274], [2.5481, 0.2483, -1.3649], [-3.7564, 2.0512, -1.3950], [2.0898, -0.2867, 4.6243], [-2.0841, -3.5646, -3.3219], [1.1936, 3.8772, 0.3431], [4.4368, 0.5009, -2.8201], [5.6281, -0.2798, -5.2600], [0.0307, 5.3576, 0.9377], [-2.9541, 1.6579, 1.7904], [0.7527, 0.0415, 4.7181], [-4.6297, 0.4937, 4.4924], [-3.4376, -1.5927, 0.9549], [-0.4949, -1.3333, 0.7874], [-0.5769, -4.7639, -1.7720], [-0.8579, -1.8298, -0.1075], [-1.0543, 3.8351, 0.2948], [-3.0444, 1.1471, -2.7281], [-2.8148, -1.2780, -2.8176], [-4.0895, -0.6751, 2.7769], [4.4356, -0.2886, -5.1567], [2.5390, 0.0051, 0.9217], [-3.6164, 2.5733, 3.6078], [4.3932, 1.1888, -0.7882], [-3.4133, 1.0642, -1.7056], [1.8170, -0.3355, -2.3984], [-4.2515, 0.3659, -1.6680], [2.7376, -0.3318, -6.0340], [0.0438, 4.2882, 1.1965], [3.5555, -0.3979, 0.8657], [-4.1465, 0.4935, 3.5238], [1.9152, 0.3783, -0.1171], [-3.4772, -0.6772, 1.5323], [0.2409, 0.0443, 5.6701], [0.6339, 0.3933, 2.3621], [0.0658, 0.3769, 3.5558], [1.9309, 0.0637, 2.2683], [2.4140, -0.5215, -3.6321], [2.6569, -0.5482, 5.5077], [0.1952, -3.6459, 0.3008], [-0.8965, -3.7545, -1.5477], [3.7371, -0.5443, 3.2579], [5.4512, 0.8228, -3.0096], [-1.7129, -1.1440, -0.9750], [-2.4858, 2.5656, 1.4226], [0.8036, -0.6643, -2.2128], [1.8443, -1.0309, -4.4012]], "forces_ev_per_a": [[0.2, 0.0, -0.1], [0.0, 0.0, 0.0], [0.0, 0.0, 0.0], [-0.1, 0.1, -0.1], [0.0, -0.5, 0.0], [0.0, 0.0, 0.1], [0.1, 0.0, -0.1], [0.0, 0.0, 0.0], [0.0, 0.0, 0.0], [0.0, 0.0, 0.0], [0.0, 0.0, -0.1], [0.0, 0.0, 0.0], [0.0, 0.0, 0.1], [0.0, -0.1, -0.2], [0.0, 0.0, 0.0], [0.0, 0.0, 0.1], [0.0, 0.0, 0.0], [0.2, 0.2, 0.0], [-0.1, 0.0, 0.0], [0.1, 0.0, 0.0], [0.0, 0.0, 0.3], [0.0, 0.0, 0.0], [0.0, 0.0, 0.0], [0.0, 0.0, 0.0], [0.0, 0.0, 0.0], [0.0, 0.0, 0.0], [0.0, 0.0, 0.0], [0.1, 0.0, 0.0], [-0.2, 0.1, -0.1], [0.0, 0.0, 0.0], [0.0, 0.0, 0.0], [0.0, 0.0, 0.0], [0.0, -0.1, 0.0], [0.0, 0.2, -0.1], [0.0, 0.0, 0.0], [0.0, 0.0, 0.0], [-0.1, 0.0, 0.0], [0.2, 0.1, 0.0], [0.0, 0.0, 0.0], [-0.1, 0.0, 0.0], [0.0, 0.2, -0.2], [0.0, -0.1, 0.0], [0.0, 0.0, 0.0], [-0.1, 0.0, 0.4], [0.0, 0.0, 0.0], [0.0, 0.0, 0.0], [0.2, 0.1, -0.3], [0.0, 0.0, 0.1], [-0.1, -0.2, 0.2], [0.0, 0.0, 0.0], [0.0, 0.0, 0.0], [0.0, 0.0, 0.0], [0.0, 0.0, 0.0], [0.0, 0.0, 0.0], [0.0, 0.0, 0.0], [0.0, 0.0, 0.0], [0.0, 0.0, 0.0], [0.0, 0.0, 0.0], [0.0, 0.0, 0.0]], "gap_ev": 5.93}


{"formula": "C27H24MnN4O9P", "method": "ωB97M-V/def2-TZVPD", "elements": ["C", "H", "H", "O", "H", "C", "H", "O", "H", "H", "C", "C", "C", "H", "O", "H", "N", "C", "C", "O", "H", "Mn", "C", "C", "C", "C", "H", "H", "N", "O", "C", "C", "C", "H", "H", "O", "C", "C", "H", "C", "C", "P", "H", "H", "C", "H", "H", "C", "H", "H", "O", "C", "H", "C", "H", "C", "N", "C", "O", "N", "C", "C", "H", "O", "C", "H"], "xyz": [[1.6450, 5.8613, -0.7906], [-1.7955, 3.0217, -1.6439], [1.4798, -3.6353, -1.7009], [0.6176, -2.6871, 0.3912], [2.0714, -3.4461, -3.3888], [2.9260, 6.1424, -0.2840], [2.9172, -2.6771, -2.0216], [-0.2634, -4.6385, 1.0081], [0.2475, -2.3385, -4.7066], [-0.1364, -4.6432, 3.5416], [1.1543, 4.5807, -0.7894], [-0.9237, -1.4579, 2.5632], [-2.4712, -0.2605, -1.4094], [-0.9757, -2.6460, -3.4511], [-1.6770, 1.1885, 3.1737], [-3.3308, -2.2562, 0.1278], [-0.4233, 0.8832, -0.7469], [3.6851, 5.1127, 0.2093], [-1.7594, 0.9336, -1.3125], [-1.8369, -1.4056, -1.0318], [-4.3270, -1.1843, -1.9681], [0.1942, -0.8355, -0.0794], [-0.0173, -3.4505, 1.2042], [-2.6295, -2.5338, -0.6602], [-1.2592, -1.7934, 4.9821], [-0.4720, -2.8248, 2.5100], [0.1671, 4.3738, -1.1756], [3.3058, 7.1559, -0.2833], [0.1508, 1.9951, -0.7649], [-1.0339, -0.7518, 1.5082], [-3.6492, 2.1127, -2.2440], [-1.3065, -0.9941, 3.8567], [-3.7729, -0.2604, -1.9084], [4.9967, 2.9404, 1.1041], [-1.9347, -3.2859, -0.2981], [-0.3737, -5.0743, 5.9365], [-0.4461, -3.6110, 3.6284], [-2.3594, 2.1045, -1.7369], [-4.0968, 3.0460, -2.5611], [2.2650, 1.0829, 0.1787], [1.9397, -2.9568, -2.4193], [0.9196, -1.4448, -2.5409], [-0.8394, -1.0360, -4.1611], [-5.3725, 0.9140, -2.7038], [1.9222, 3.5030, -0.2852], [-1.5605, -1.3966, 5.9380], [4.1992, 0.6232, 1.0410], [1.4311, 2.1299, -0.2752], [2.8123, 0.0327, -2.7747], [1.0341, 6.6647, -1.1856], [-1.1338, -3.4503, 7.1241], [-4.3585, 0.9249, -2.3239], [1.4869, 0.5347, -3.8259], [3.2018, 3.7918, 0.2116], [-3.1677, -2.9262, -1.5238], [3.5870, 1.4401, 0.6803], [-1.7880, 0.3875, 4.0750], [-0.8275, -3.0881, 4.8630], [1.9776, -0.1574, 0.1581], [-0.7720, -3.9301, 6.0634], [-0.2703, -1.9123, -3.8449], [2.0415, -0.3303, -3.4563], [2.5143, -0.8398, -4.2995], [-2.2196, 0.6701, 5.1864], [4.0138, 2.7070, 0.7051], [4.6766, 5.3017, 0.6078]], "forces_ev_per_a": [[0.1, 0.1, 0.0], [0.0, 0.0, 0.0], [0.0, 0.0, 0.0], [0.0, -0.5, 0.0], [0.0, 0.0, 0.0], [-0.1, 0.0, 0.0], [0.0, 0.0, 0.0], [0.1, -0.1, 0.0], [0.0, 0.0, 0.0], [0.0, 0.0, 0.0], [0.0, -0.2, 0.1], [0.0, -0.2, -0.1], [-0.4, -0.2, -0.1], [0.0, 0.0, 0.0], [-0.2, 0.1, 0.0], [0.0, 0.0, 0.0], [-0.9, -0.5, -0.1], [0.0, 0.0, 0.0], [0.6, -0.2, 0.3], [0.3, 0.0, 0.2], [0.0, 0.0, 0.0], [-1.0, 0.3, -1.4], [0.0, 0.2, 0.0], [0.1, 0.0, 0.0], [-0.1, 0.2, 0.1], [0.1, 0.1, 0.0], [0.0, 0.0, 0.0], [0.0, 0.0, 0.0], [0.8, 0.6, 0.1], [0.4, 0.1, 0.1], [0.1, 0.0, 0.0], [-0.3, 0.4, 0.2], [0.2, 0.0, 0.1], [0.0, 0.0, 0.0], [0.0, 0.0, 0.0], [0.0, -0.1, 0.0], [0.0, -0.1, 0.0], [0.0, 0.3, -0.1], [0.0, 0.0, 0.0], [0.5, 0.3, 0.0], [0.0, 0.0, -0.1], [0.3, -0.3, 0.6], [0.0, 0.0, 0.0], [0.0, 0.0, 0.0], [-0.2, -0.1, -0.1], [0.0, 0.0, 0.0], [-0.1, 0.0, 0.0], [-0.3, 0.4, -0.2], [0.0, 0.0, 0.0], [0.0, 0.0, 0.0], [0.0, 0.0, 0.1], [0.0, 0.0, 0.0], [0.0, 0.0, 0.0], [0.3, -0.2, 0.1], [0.0, 0.0, 0.0], [-0.5, -0.4, -0.2], [0.6, -0.3, 0.0], [0.1, -0.3, 0.4], [0.0, -0.4, 0.6], [-0.1, 0.2, -0.4], [-0.1, 0.0, 0.0], [0.0, 0.1, 0.0], [0.0, 0.0, 0.0], [-0.2, -0.1, -0.1], [0.1, 0.6, 0.0], [0.0, 0.0, 0.0]], "gap_ev": [7.01, 6.69], "charge": -1, "multiplicity": 2, "s2": 1.2207}


{"formula": "C27H25BCl5F4N4OS3ScSe", "method": "ωB97M-V/def2-TZVPD", "elements": ["H", "H", "C", "C", "H", "H", "C", "C", "H", "H", "C", "H", "H", "C", "H", "C", "H", "H", "H", "Sc", "H", "B", "C", "C", "C", "Cl", "Cl", "H", "C", "F", "C", "Cl", "N", "C", "C", "H", "N", "C", "S", "C", "H", "N", "H", "F", "Cl", "S", "H", "C", "N", "Cl", "C", "C", "C", "C", "H", "H", "H", "H", "F", "C", "F", "H", "C", "C", "H", "C", "H", "C", "C", "O", "S", "Se"], "xyz": [[-5.6585, 1.7818, -3.6089], [3.5723, 0.7594, 2.4755], [0.2046, 2.0298, 4.5685], [-0.9941, 4.2082, 4.9148], [2.6264, 2.9201, -3.2295], [0.4412, 2.6507, 0.7668], [-0.3250, 3.1970, 4.0334], [2.0411, 3.2588, -2.3621], [0.1260, 1.8413, 5.6311], [-2.3784, -2.3129, -3.7057], [0.7913, 1.0893, 3.7458], [2.6148, 3.2625, -1.4363], [3.2155, 1.7344, 1.0169], [-2.9608, -0.2680, -3.5526], [-1.0951, 3.8262, 5.9272], [-0.5027, -3.9243, -0.3506], [-2.9239, -1.5869, -5.2299], [2.2696, -2.3044, 2.0441], [3.9278, 0.1166, 0.8467], [0.4529, -1.2554, -1.2363], [2.5836, -3.3131, 4.2720], [3.8099, -2.5614, -0.8596], [1.0708, -4.8030, 4.0055], [3.2645, 0.7366, 1.4369], [0.1409, -5.3651, 3.1477], [3.2264, 1.6933, -4.9620], [1.8243, -0.6231, -6.9432], [-2.1486, 3.0278, -0.6345], [-2.9017, 1.3370, -1.6871], [4.5566, -1.4888, -0.4450], [-4.7167, 1.3664, -3.2770], [0.6554, 2.1366, -2.1824], [0.3733, -3.1594, 0.2640], [0.8785, 1.3274, 2.3841], [1.6531, -3.1272, 2.3672], [-4.6149, -0.0602, -4.8675], [1.1104, -0.8129, -3.2929], [1.8339, -3.7131, 3.6028], [1.5875, 0.0017, 1.3872], [-2.3019, 0.1992, -2.3498], [-0.4313, -6.2386, 3.4288], [-1.2339, -0.3703, -1.8872], [1.1611, 0.1578, 4.1496], [2.4162, -2.0348, -1.0928], [0.0429, 1.4634, -5.9385], [-1.0830, -5.2986, 0.6089], [-1.9815, 4.4452, 4.5269], [-0.2376, 3.4130, 2.6626], [-2.8672, 0.9522, 3.0312], [1.5089, 4.9043, -2.6381], [-0.0310, -4.7901, 1.9032], [-2.2434, 0.1919, 2.4209], [1.1949, 0.2274, -5.5881], [0.3745, 2.4900, 1.8328], [-1.2511, 1.5269, -0.3471], [-1.3243, -1.2030, -4.5537], [-0.4150, 5.1304, 4.9519], [-2.8176, 1.7664, 0.4090], [4.2644, -3.0812, -2.0240], [-2.2407, 1.9513, -0.4964], [3.7251, -3.4975, 0.1305], [-4.5277, 2.6892, -1.6045], [0.6906, -3.6444, 1.5038], [1.1134, -0.3909, -4.3864], [1.2077, -5.2291, 4.9908], [-4.1299, 0.3174, -3.9740], [-0.6701, 4.3068, 2.2353], [-2.3665, -1.4073, -4.3125], [-4.0826, 1.8670, -2.1503], [1.1802, 0.2360, -0.0331], [-1.0183, -3.6636, -1.9167], [-1.2577, -1.0104, 1.5318]], "forces_ev_per_a": [[0.0, 0.1, 0.0], [0.0, 0.0, 0.2], [0.0, 0.1, -0.1], [0.0, 0.0, -0.1], [-0.2, 0.1, 0.4], [-0.1, 0.0, -0.2], [0.0, 0.0, 0.0], [0.1, -0.8, 0.0], [0.0, 0.0, 0.0], [0.0, 0.0, 0.0], [0.1, -0.1, -0.2], [-0.1, -0.2, -0.1], [-0.1, 0.2, 0.0], [0.0, -0.1, 0.1], [-0.1, 0.0, 0.1], [-0.1, -0.5, 0.2], [0.0, 0.0, -0.1], [0.0, -0.2, 0.1], [0.1, -0.2, -0.1], [-1.6, -1.0, -0.3], [0.1, 0.0, 0.0], [-0.4, 0.1, 0.0], [-0.1, -0.2, 0.2], [-0.4, -0.3, -0.3], [0.1, 0.0, 0.0], [0.2, -0.1, -0.3], [0.0, 0.0, 0.2], [0.0, 0.1, 0.0], [0.3, 0.1, 0.1], [0.4, 0.8, 0.3], [0.0, 0.0, 0.1], [0.4, 0.7, -0.2], [-0.3, 0.1, -0.5], [-0.2, -0.4, 0.0], [0.0, -0.2, -0.1], [0.0, 0.0, -0.1], [0.0, 0.5, -2.1], [0.0, 0.1, 0.1], [1.1, 1.2, 1.7], [-0.5, 0.3, -0.2], [0.0, 0.0, 0.1], [1.1, -0.2, 0.2], [0.0, -0.2, 0.1], [0.4, 0.0, -0.2], [0.1, -0.2, 0.1], [0.3, 0.5, 0.1], [-0.1, 0.0, 0.0], [0.1, -0.1, 0.1], [-0.3, 0.4, 0.3], [-0.2, 0.7, -0.1], [0.0, 0.2, -0.3], [-0.1, 0.4, 0.1], [-0.2, 0.8, -1.7], [0.1, -0.1, -0.1], [-0.1, 0.0, 0.0], [0.0, -0.1, 0.0], [0.0, 0.1, 0.0], [0.0, 0.0, 0.1], [0.1, -0.3, -0.9], [0.1, -0.2, 0.1], [-0.2, -0.5, 0.6], [0.0, 0.1, 0.0], [0.1, -0.4, 0.8], [0.3, -1.2, 3.2], [0.1, 0.0, 0.0], [-0.1, -0.2, -0.3], [0.0, 0.1, -0.1], [0.0, 0.0, 0.1], [-0.3, 0.1, 0.1], [0.2, 0.5, -0.7], [0.1, 0.4, -0.5], [-0.2, -1.1, 0.0]], "gap_ev": [5.78, 6.16], "charge": -2}


| no. | calculated total energy (a.u.) |
| --- | --- |
| 1 | -2805.42616 |
| 2 | -2006.64737 |
| 3 | -3431.78007 |
| 4 | -8420.56175 |